Computed, not measured: a structure of composition C20H41Cu2O19, with ωB97M-V with the def2-TZVPD basis set.

Geometry as XYZ:
```
82
Properties=species:S:1:pos:R:3:forces:R:3:mulliken_charge:R:1
Cu -10.83649 -9.48126 -8.69968 -0.36 -0.33 -1.02 0.6024
Cu -13.02411 -10.24896 -12.60060 0.35 0.36 2.17 0.4782
C -14.10051 -11.82369 -9.48748 1.20 1.07 1.33 -1.2803
C -13.60405 -10.32021 -9.49859 -1.74 0.06 -0.80 0.3277
O -12.59056 -9.85801 -10.34823 0.96 -0.97 -1.65 -0.0941
H -14.97742 -12.04947 -10.09422 0.49 0.07 -0.55 0.2693
H -14.43580 -12.02245 -8.46955 -0.27 0.14 0.20 0.4124
H -13.25580 -12.50931 -9.55440 -0.07 -0.20 -0.71 0.1191
H -13.40699 -9.92050 -8.50386 0.25 -0.54 0.55 0.2225
H -14.49795 -9.76487 -9.78255 -0.53 0.20 0.16 -0.1400
C -20.29433 -11.31195 -10.27799 -1.38 1.10 -1.03 -0.6364
O -19.28593 -12.13699 -9.70930 0.26 1.16 -2.40 -0.3570
C -19.40080 -12.54363 -8.50044 -3.03 -0.80 3.97 0.8468
O -20.32069 -12.14694 -7.71258 4.27 -2.06 -2.59 -0.6247
O -18.49608 -13.57990 -8.25952 -0.17 0.79 0.70 -0.3343
C -17.43663 -13.91166 -9.21114 -1.46 0.65 -1.68 -0.2250
H -19.89427 -10.79081 -11.14774 0.41 -0.33 0.12 0.1706
H -20.79287 -10.53479 -9.69871 0.89 -0.16 0.98 0.3233
H -21.17210 -11.84280 -10.64653 0.37 -0.88 0.09 0.3745
H -17.86966 -14.36783 -10.10136 -0.59 0.02 -0.07 0.3225
H -16.71607 -14.68881 -8.95634 -0.17 0.55 1.39 0.3325
H -17.00631 -12.99959 -9.62474 0.44 -0.04 0.55 -0.1496
C -17.90112 -4.74182 -9.41721 -0.30 0.67 -1.16 -0.5063
O -16.64695 -5.36167 -9.12666 -1.01 -0.35 0.95 -0.3148
C -15.68436 -5.40255 -10.02678 -2.06 1.54 -2.19 0.8076
O -15.77088 -4.88281 -11.14607 1.00 -1.37 2.09 -0.6378
O -14.73066 -6.11305 -9.46123 0.76 0.56 -0.33 -0.2224
C -13.63097 -6.48788 -10.23383 2.27 -1.52 -0.06 -0.5757
H -18.52551 -5.22935 -10.16591 0.49 -0.87 -0.11 0.0725
H -17.71547 -3.78165 -9.89857 -0.01 0.33 0.59 0.3352
H -18.53545 -4.70409 -8.53160 0.71 0.20 0.21 0.2658
H -12.67741 -6.36912 -9.71931 -0.26 0.52 0.95 0.1856
H -13.34670 -6.02865 -11.18062 -1.40 0.28 -0.24 0.4266
H -13.65263 -7.57675 -10.27865 -0.23 -0.11 -0.73 0.1300
C -19.54685 -5.73180 -13.24046 -0.15 0.30 -1.02 -0.6913
O -19.50432 -6.82171 -12.33103 0.20 -0.63 1.50 -0.2943
C -18.59710 -7.82165 -12.41763 0.22 1.20 -2.74 0.7525
O -18.18422 -8.19652 -13.52285 -0.23 -0.03 3.01 -0.6016
O -18.25219 -8.21638 -11.16784 0.98 -0.23 -1.26 -0.2033
C -17.31130 -9.33847 -11.14514 -1.30 -0.86 0.01 -0.6135
H -18.86481 -5.85245 -14.08211 0.26 -0.08 0.31 0.3415
H -19.38829 -4.79201 -12.71155 0.46 -0.24 0.21 0.2362
H -20.53153 -5.60912 -13.69152 -0.21 -0.57 0.22 0.2809
H -16.48962 -9.34862 -11.86127 -0.19 0.82 -0.11 0.3117
H -17.94050 -10.19570 -11.38461 0.33 -0.27 -0.06 0.1982
H -16.93796 -9.51148 -10.13579 -0.20 0.65 0.04 0.2085
C -9.94292 -8.02064 -11.97990 0.16 0.14 0.66 -0.2592
O -9.27428 -6.85076 -11.43420 -0.29 0.55 1.71 -0.3391
C -9.56205 -6.64109 -10.10896 0.67 2.23 -1.12 0.5940
O -10.27630 -7.37895 -9.48529 -0.35 -0.96 1.33 -0.1759
O -9.04009 -5.44759 -9.65477 -0.43 -2.16 -3.34 -0.3403
C -9.29511 -4.92322 -8.39019 0.43 -0.02 1.80 -0.6454
H -10.99293 -8.02553 -11.68738 -0.09 0.16 -0.13 -0.0822
H -9.49961 -8.90343 -11.51917 0.12 -0.13 -0.31 0.2445
H -9.82148 -8.00044 -13.06292 0.19 0.13 0.27 0.3015
H -10.25448 -4.43143 -8.22936 -0.37 -0.59 -0.43 0.2801
H -8.57454 -4.12510 -8.21163 0.23 -0.19 -0.34 0.2437
H -9.08075 -5.70625 -7.66285 -0.42 0.16 0.33 0.3135
C -19.58551 -10.16713 -4.27525 -0.41 -0.35 1.63 -0.7616
O -18.67630 -9.93649 -5.33415 -0.12 -0.13 -0.31 -0.2246
C -17.43296 -9.58289 -5.03305 0.60 0.71 0.78 0.6459
O -16.92133 -9.44941 -3.93973 -0.75 -0.25 -0.83 -0.5866
O -16.80720 -9.33662 -6.19673 0.50 0.88 -0.40 -0.1628
C -15.56078 -8.58657 -6.14817 0.22 -0.86 1.00 -0.4128
H -20.44821 -10.76936 -4.56018 0.42 0.02 -0.78 0.2554
H -19.99412 -9.25641 -3.83738 0.27 0.37 -0.36 0.3058
H -19.11467 -10.68729 -3.44107 0.27 -0.06 -0.14 0.3480
H -15.04614 -8.81320 -7.08192 -0.13 0.20 0.14 -0.1562
H -14.97998 -8.89418 -5.27860 0.15 -0.67 -0.19 0.3815
H -15.60525 -7.51869 -5.93424 -1.00 0.15 -0.67 0.3403
C -11.17361 -14.55864 -6.34390 -0.47 -1.95 -0.27 -0.6553
O -10.88807 -13.24620 -6.74721 0.39 0.95 -1.13 -0.2929
C -10.59552 -12.91483 -8.01674 -0.45 -0.37 0.90 0.7923
O -10.34450 -11.74861 -8.25964 -0.04 0.02 -0.70 -0.4837
O -10.64994 -13.93875 -8.88762 0.66 -0.10 1.41 -0.3433
C -10.16219 -13.69867 -10.20998 -0.02 1.45 -0.21 -0.5344
H -11.85274 -15.06736 -7.02806 -0.35 0.35 -0.02 0.2910
H -11.61902 -14.55089 -5.34909 0.16 0.37 -0.17 0.2683
H -10.31701 -15.23267 -6.34797 0.46 0.46 0.19 0.3024
H -10.89809 -12.98298 -10.57651 0.22 -0.23 -0.97 0.1481
H -10.01445 -14.60202 -10.80179 -0.73 -0.14 0.50 0.2488
H -9.19209 -13.20168 -10.20736 0.00 0.09 0.35 0.2991
```
Positions in Å, forces in eV/Å.

Total charge: +1
LUMO (Eh): -0.184
E_HOMO (eV): -12.07
Energy above the lowest of the compared OMol25 structures with the same formula, charge and spin (kJ/mol): 263.5